A cluster of 8 separate species, C66H75ClN8O21 in total at a distorted geometry. Source: the Open Molecules 2025 dataset; level of theory: wB97M-V/def2-TZVPD.

Geometry as XYZ:
```
171
Properties=species:S:1:pos:R:3:forces:R:3:mulliken_charge:R:1
C 3.87298 1.74405 -0.92290 0.2139 1.0762 -0.0950 -0.6487
O 2.65791 1.03610 -0.49084 1.3943 -0.7266 0.1468 -0.2359
C 2.88190 -0.40335 -0.29899 1.6680 -0.5725 -0.4583 -0.2863
C 2.66467 -1.14650 -1.72146 0.2805 0.1518 -1.0985 -0.7980
C 1.15033 -1.19240 -2.32574 -0.0475 -0.8598 -2.1979 0.2376
C 0.54107 -2.75091 -2.29686 -0.2128 -0.2286 0.4850 -0.8442
O 0.21317 -0.19360 -1.79668 0.6648 -0.5168 -1.4952 -0.3639
C 2.09304 -1.05482 1.00558 -1.1598 0.3909 -0.3842 -0.1806
O 0.71649 -0.49429 1.17746 2.4994 0.0764 0.8258 0.4858
C 0.69600 0.69042 2.02701 -1.5952 2.4283 0.2302 -0.0593
C -0.80284 1.40374 1.80528 0.6909 0.5041 0.4329 -0.7256
N -1.28341 1.36021 0.37492 -0.8623 -0.4702 1.0792 -0.1398
C -2.38089 0.34502 0.14971 0.0292 0.1230 -0.5731 -0.2349
C -3.76995 0.66987 0.96088 0.3600 -0.3409 0.7765 0.4347
C -4.04848 2.25850 1.25357 -0.7249 -0.0464 0.6692 -0.7003
O -4.87487 0.06652 0.17304 1.2193 -1.1117 1.3432 -0.5879
O 2.86265 -0.63061 2.16737 0.0936 -2.4585 -0.1363 -0.2335
C 3.03986 -1.60887 3.21899 -0.6488 -0.2769 1.8620 0.5526
Cl 4.14889 -0.74296 4.49413 -0.6344 -0.5825 -1.3091 -0.2383
C 1.66342 -1.95199 4.10544 -0.7859 -1.2547 -0.0754 -0.2896
C 1.51921 -3.57510 4.43678 -0.1763 -0.0811 -0.3867 -0.1333
C 2.74124 -4.17684 5.34934 -0.1682 -0.1177 -0.3265 -0.4458
C 3.42566 -5.49815 4.63515 -0.9614 -0.1299 0.1323 -0.1224
O 4.91401 -5.45732 4.74870 0.1611 -0.0991 -3.5472 -0.3761
C 5.51953 -5.35235 3.39972 2.6254 5.0255 -1.6047 0.6547
C 5.58185 -6.60846 2.30974 -0.7450 0.3079 0.6866 -0.6737
O 6.08341 -4.20351 3.01240 -3.5801 -7.0074 2.7521 -0.5353
C 1.87570 -2.67613 0.83102 -1.4331 -4.9692 0.0535 0.8852
C 0.35711 -3.34890 1.03301 3.0626 -2.8314 -0.8461 -0.1058
C 0.13158 -4.99808 0.86896 3.3135 1.1370 -0.5030 -0.4795
C 1.35686 -6.05142 0.51553 0.3511 5.0017 0.6626 -0.6896
C 2.86030 -5.39750 0.36162 -3.4962 2.1618 0.7528 -0.7080
C 3.07007 -3.77961 0.51673 -2.3858 -0.7236 0.3248 -0.5145
H 4.70982 1.76723 -0.07338 -1.7353 -0.3408 -1.8327 0.2499
H 4.29097 1.33350 -1.94815 -0.7117 0.6195 2.1495 0.2477
H 3.56754 2.88036 -1.12072 0.4595 -2.5952 0.4989 0.2220
H 4.04086 -0.51293 -0.02910 -2.3952 -0.0755 -0.4225 0.4678
H 3.09366 -2.25375 -1.79499 -0.8966 2.4499 0.5335 0.2154
H 3.31831 -0.53713 -2.51590 -1.3648 -1.1781 1.8849 0.2209
H 1.24557 -0.95414 -3.49281 0.0919 -0.5725 2.4548 0.4724
H 1.32648 -3.52801 -1.86566 -1.6250 1.7403 -0.8465 0.0885
H 0.26859 -3.14340 -3.38097 0.4279 1.0403 2.2295 0.1863
H -0.41750 -2.79323 -1.59384 2.0388 0.1428 -1.6349 0.1785
H -0.07795 0.39819 -2.55188 0.7113 -1.1988 1.4457 0.3040
H 0.75654 0.50478 3.18075 0.1063 -0.0908 -2.1768 0.1008
H 1.46707 1.53027 1.76892 -1.1121 -2.0412 0.1246 0.1399
H -1.51627 0.90129 2.58859 0.9856 0.9432 -1.6359 0.1456
H -0.71308 2.55954 2.09031 0.0077 -2.5504 -0.2932 0.2441
H -1.52767 2.31338 0.01552 0.0645 -1.4929 0.7037 0.3541
H -1.95572 -0.74252 0.39611 -0.9094 2.4044 -0.3348 -0.1928
H -2.64792 0.31505 -1.00236 0.4815 0.1970 2.3492 0.2522
H -3.79358 0.10923 2.01350 0.2790 1.3965 -2.0718 0.1304
H -4.13645 2.93101 0.30003 0.2659 -1.4696 1.6251 0.3283
H -5.08251 2.32360 1.83703 2.1503 -0.1725 -1.3677 0.1241
H -3.25065 2.74231 1.99584 -1.5411 -1.3254 -1.8291 0.0246
H -4.78755 -0.92345 0.36663 -0.3042 2.1294 -0.5335 0.3521
H 3.65785 -2.57234 2.94944 -1.3460 2.0188 0.1697 -0.0443
H 0.67379 -1.66856 3.51655 2.2965 -0.4280 1.0449 -0.3160
H 1.64924 -1.41255 5.14510 0.2187 -0.8007 -2.2612 0.5847
H 1.50341 -4.19058 3.43471 -0.0418 1.3588 1.7753 -0.1141
H 0.45901 -3.76335 4.95258 2.4180 0.5448 -1.0390 0.4229
H 2.28383 -4.50771 6.38292 1.1586 0.7091 -1.9670 0.2046
H 3.57024 -3.36362 5.50517 -1.5404 -1.6178 -0.2266 0.2153
H 3.18168 -5.61223 3.49453 0.0598 0.4789 2.1555 -0.0561
H 2.99909 -6.43900 5.19241 1.1676 1.5924 -1.1284 0.2789
H 4.56668 -7.20160 2.38401 2.1608 0.9908 -0.1006 0.2372
H 6.50953 -7.32258 2.50354 -2.0714 1.6693 -0.2033 0.3493
H 5.65378 -6.12818 1.24286 0.0388 -0.8540 2.3184 0.1676
H -0.60453 -2.73763 1.29446 2.2808 -1.0564 -0.6127 -0.0094
H -0.96500 -5.44342 1.00299 2.6700 1.1918 -0.3164 0.2698
H 1.10218 -7.19460 0.39265 0.7773 2.6178 0.2738 0.3006
H 3.77317 -6.10684 0.13496 -2.0944 1.8019 0.4483 0.4110
H 4.17636 -3.35102 0.39265 -2.6458 -1.1128 0.3189 0.3447
O 3.14421 -2.27365 -5.84131 -0.9774 -1.4144 0.0377 -0.6088
N 2.42795 -3.28585 -5.85284 0.7800 0.0950 1.0501 1.0623
O 2.43638 -4.16119 -4.97549 0.0365 1.3126 -1.2515 -0.5810
C 1.51111 -3.46164 -6.98552 -0.5893 -0.1174 -0.7546 -0.0955
C 1.49542 -2.51509 -8.01923 -0.0058 -0.0661 0.0103 -0.2755
C 0.63853 -2.70028 -9.10589 0.0424 -0.2626 0.3257 -0.5076
C -0.19668 -3.81746 -9.15579 0.0019 -0.0100 0.0446 -0.3030
C -0.18653 -4.75308 -8.11988 0.2831 0.3512 0.0419 -0.6241
C 0.66815 -4.58011 -7.02934 0.0253 0.0284 -0.0204 -0.1858
H 2.14018 -1.63926 -7.99526 -0.0749 -0.2918 0.1893 0.4699
H 0.62382 -1.97471 -9.91637 0.0316 -0.1390 0.1907 0.4146
H -0.85903 -3.96048 -10.00786 0.1552 0.0276 0.1390 0.3988
H -0.84254 -5.61962 -8.16462 0.1604 0.1797 0.0540 0.3790
H 0.66651 -5.31993 -6.23159 0.1644 0.3130 -0.0980 0.4459
O 3.84882 -1.54115 -14.86619 -0.3903 -1.1203 1.3671 -0.6024
N 3.62642 -2.29544 -13.90739 -0.7284 -0.0215 -1.0715 1.0129
O 2.69790 -3.11500 -13.86028 1.2779 1.1617 -0.1118 -0.5950
C 4.52106 -2.20810 -12.74702 0.6032 0.0757 0.7998 0.0239
C 5.56166 -1.26900 -12.74198 -0.0476 -0.0386 0.0255 -0.3145
C 6.39443 -1.17399 -11.62535 -0.3133 -0.2695 -0.0290 -0.4007
C 6.19144 -2.01213 -10.52787 -0.0801 -0.0160 -0.0958 -0.4767
C 5.16088 -2.95362 -10.53990 0.0463 0.2520 -0.3206 -0.4489
C 4.31981 -3.05602 -11.64976 -0.0034 0.0399 -0.0264 -0.2661
H 5.73291 -0.60858 -13.58925 -0.2223 -0.2596 0.1196 0.4274
H 7.20068 -0.44375 -11.60910 -0.1940 -0.1501 -0.0586 0.3658
H 6.83986 -1.93048 -9.65719 -0.1382 -0.0245 -0.1850 0.3752
H 5.01092 -3.60528 -9.68194 -0.0178 0.1174 -0.2103 0.4142
H 3.51919 -3.79269 -11.64236 0.1271 0.2592 -0.1956 0.4704
O -3.77388 2.13319 4.40700 -1.1466 1.5613 0.1555 -0.5207
N -4.42899 3.18228 4.49610 -0.1553 -1.0808 -0.2390 0.9685
O -5.62138 3.29395 4.17704 1.5576 -0.2522 0.3013 -0.6109
C -3.74398 4.37444 5.00990 0.4120 0.7344 0.2653 -0.0486
C -2.38542 4.30293 5.34750 0.0097 0.0314 -0.0029 -0.2786
C -1.73317 5.44638 5.81277 -0.4648 -0.0429 -0.1449 -0.8629
C -2.43317 6.64685 5.94326 -0.2822 -0.0274 -0.0065 0.2429
C -3.78866 6.71258 5.61626 0.1842 -0.5391 -0.0861 -0.6492
C -4.45104 5.57638 5.14722 -0.0115 0.0069 -0.0208 -0.1506
H -1.82583 3.37505 5.25136 -0.3229 0.1196 -0.0547 0.5223
H -0.67726 5.40271 6.07106 -0.2231 -0.0065 -0.0735 0.3948
H -1.91891 7.53717 6.30112 -0.6963 -1.0416 -0.1276 0.1648
H -4.32804 7.65110 5.72347 0.0564 -0.2204 -0.0218 0.3848
H -5.50685 5.64478 4.89357 0.2644 -0.2291 -0.0061 0.5000
O -7.45826 3.75716 10.09949 -1.7773 -0.0434 -0.4480 -0.5860
N -8.65306 3.71937 9.76978 0.3387 0.0993 1.3104 0.9675
O -9.60210 3.76194 10.56574 1.3706 -0.0449 -1.0981 -0.5897
C -8.96443 3.61186 8.33940 -0.1860 -0.0933 -0.9744 0.0413
C -7.92176 3.52305 7.40682 -0.1294 0.0009 0.0341 -0.4376
C -8.22430 3.39655 6.04967 -0.2545 0.0320 0.1971 -0.1759
C -9.55495 3.36387 5.62961 -0.0054 0.0264 0.1859 -0.6111
C -10.59126 3.46307 6.55956 0.3937 0.0088 0.1347 -0.3486
C -10.30112 3.58707 7.91975 0.0451 -0.0112 -0.0004 -0.4024
H -6.87969 3.54690 7.71808 -0.3211 -0.0027 0.1295 0.4832
H -7.42214 3.32020 5.31874 -0.2077 0.0116 0.2648 0.5079
H -9.78593 3.25944 4.57086 0.0633 0.0239 0.2168 0.3990
H -11.62574 3.43981 6.22408 0.1992 0.0114 0.1335 0.3717
H -11.12009 3.66006 8.63228 0.3703 -0.0155 -0.0189 0.4237
O -0.54752 -3.97068 -12.95030 -1.6297 0.3297 -0.6257 -0.5937
N -1.65564 -3.74354 -13.45843 0.0593 -0.5796 1.1034 1.0338
O -2.74012 -4.04736 -12.94110 1.5536 0.4200 -0.6412 -0.5991
C -1.68459 -3.07354 -14.76408 0.0044 0.4565 -0.9515 -0.0776
C -0.48076 -2.74562 -15.40284 -0.0454 -0.0529 0.0701 -0.1944
C -0.51448 -2.13030 -16.65569 -0.3653 -0.0838 0.1710 -0.4836
C -1.73877 -1.84202 -17.26081 0.0175 -0.0632 0.1320 -0.3637
C -2.93618 -2.16019 -16.61770 0.3467 -0.1021 0.2057 -0.4355
C -2.91512 -2.77830 -15.36584 0.0212 -0.0110 -0.0004 -0.3388
H 0.48145 -2.96373 -14.94463 -0.2849 -0.0324 0.0485 0.5124
H 0.41448 -1.87791 -17.16252 -0.1624 -0.0794 0.1838 0.4097
H -1.75996 -1.36727 -18.24028 0.0017 -0.0912 0.2073 0.3643
H -3.88633 -1.92965 -17.09447 0.1770 -0.0725 0.1541 0.3639
H -3.85696 -3.02279 -14.87911 0.3583 -0.0262 0.0346 0.4224
O -0.25452 8.37042 5.67520 -0.1701 1.4872 1.1259 -0.5856
N -0.69490 9.26372 6.41398 0.1255 -0.6373 0.1593 0.9818
O -1.39960 9.06336 7.41362 1.1082 0.3633 -1.2012 -0.6154
C -0.36293 10.65363 6.07868 0.1598 0.9567 -0.2956 0.0518
C 0.40025 10.92862 4.93556 -0.0439 0.0009 0.0441 -0.2158
C 0.69235 12.25414 4.60838 -0.2185 -0.1074 0.3301 -0.4798
C 0.23010 13.29279 5.41812 -0.0330 -0.1323 0.0406 -0.3746
C -0.52085 13.01547 6.56170 0.1282 -0.3243 -0.2349 -0.4735
C -0.82174 11.69399 6.89758 0.0048 -0.0246 -0.0342 -0.2903
H 0.76777 10.13051 4.29423 -0.1955 0.0601 0.2897 0.4142
H 1.27831 12.47819 3.71955 -0.1251 -0.1116 0.1941 0.3595
H 0.45563 14.32504 5.15582 -0.0407 -0.2221 0.0616 0.3649
H -0.87501 13.83027 7.18933 0.0551 -0.2242 -0.1010 0.3623
H -1.41078 11.49459 7.79034 0.1617 -0.1579 -0.2775 0.4134
O -0.80046 -0.98050 8.52300 1.5969 -0.9946 -0.3347 -0.5877
N 0.24034 -1.62700 8.33202 -0.9356 0.3304 -0.9522 1.0039
O 0.58632 -2.09188 7.23647 -0.5104 0.6286 1.5142 -0.6008
C 1.12014 -1.86191 9.48321 0.6026 -0.1791 0.8124 -0.0652
C 0.74941 -1.38640 10.74861 0.0328 -0.0428 -0.0520 -0.4203
C 1.57856 -1.63393 11.84434 0.0951 -0.1314 -0.3804 -0.4432
C 2.76754 -2.34520 11.67540 -0.0751 0.0196 -0.1193 -0.3756
C 3.13942 -2.80851 10.41221 -0.3578 0.2027 0.0547 -0.5590
C 2.31699 -2.56958 9.30939 -0.0615 0.0217 0.0253 0.0524
H -0.17391 -0.83064 10.89683 0.1898 -0.1716 -0.2580 0.4346
H 1.29628 -1.27479 12.83171 0.0159 -0.0516 -0.2455 0.3671
H 3.40802 -2.54062 12.53377 -0.1292 0.0494 -0.1830 0.3682
H 4.06905 -3.35953 10.28811 -0.2128 0.1219 -0.0400 0.3868
H 2.61932 -2.94005 8.33210 -0.2446 0.1859 0.1460 0.4283
```
Positions in Å, forces in eV/Å.

Computed properties:
LUMO level (eV): -1.14
Electronic energy (hartree): -5036.89743
SMILES: CO[C@H](C[C@@H](C)O)[C@](OCCNC[C@@H](C)O)(O[C@@H](Cl)CCCCOC(C)=O)c1ccccc1.O=[N+]([O-])c1ccccc1.O=[N+]([O-])c1ccccc1.O=[N+]([O-])c1ccccc1.O=[N+]([O-])c1ccccc1.O=[N+]([O-])c1ccccc1.O=[N+]([O-])c1ccccc1.O=[N+]([O-])c1ccccc1
Orbital gap (eV): 6.6
HOMO energy (Eh): -0.2857
F_max (eV/Å): 8.3